Record 1
F2Sr2 | ωB97M-V/def2-TZVPD

Each line ends with the Löwdin charge.
Positions of all 4 atoms, in Å:
Sr 0.363 0.284 -2.043  1.8646
Sr -1.062 -0.975 1.333  1.8487
F -0.398 1.593 0.467  -0.0342
F 1.097 -0.902 0.244  -0.6792

For the strongest force on any atom, the calculation gives 0.059 Eh/bohr. The charge is +3. As for the multiplicity: 2. For the HOMO energy (spin up / spin down), the calculation gives -25.8 / -25.3 eV. The frontier orbital gap (spin up / spin down) comes out at 0.4245 / 0.2394 Eh. As for the expectation value of S²: 0.755.


Record 2
F3HN2 | ωB97M-V/def2-TZVPD

Each line ends with the Löwdin charge.
Positions of all 6 atoms, in Å:
N 0.765 -0.177 -0.544  0.0481
N -0.658 0.543 0.570  -0.0165
F 1.011 -1.336 0.017  -0.0592
F -1.181 -0.682 0.730  -0.0367
F -1.553 1.183 -0.242  -0.0416
H 1.617 0.469 -0.531  0.1059

For the strongest force on any atom, the calculation gives 0.083 Eh/bohr. The value obtained for the energy above the lowest of the compared OMol25 structures with the same formula, charge and spin is 24.0 kcal per mole. As for the multiplicity: 3. For the HOMO energy (spin up / spin down), the calculation gives -8.5 / -11.1 eV. The frontier orbital gap (spin up / spin down) comes out at 0.3577 / 0.3411 Eh. As for the expectation value of S²: 2.008.


Record 3
F3HN2O2S | ωB97M-V/def2-TZVPD

Each line ends with the Löwdin charge.
Positions of all 9 atoms, in Å:
N 1.732 -0.193 -0.354  -0.2663
N -2.066 0.722 0.580  -0.1131
O -0.985 1.421 0.283  0.0417
O 3.044 -1.271 1.381  -0.4966
F 1.043 -0.322 -1.557  -0.1772
F -1.555 -0.518 0.574  0.0010
F -2.963 0.709 -0.582  -0.0537
S 2.301 -1.590 0.166  0.9843
H -0.550 1.042 -0.491  0.0798

For the strongest force on any atom, the calculation gives 0.049 Eh/bohr. The value obtained for the energy above the lowest of the compared OMol25 structures with the same formula, charge and spin is 35.1 kcal per mole. For the HOMO energy (spin up / spin down), the calculation gives -11.5 / -11.5 eV. The frontier orbital gap (spin up / spin down) comes out at 0.3511 / 0.3511 Eh.


Record 4
F3HN2O2S | ωB97M-V/def2-TZVPD

Each line ends with the Löwdin charge.
Positions of all 9 atoms, in Å:
N -1.762 -0.112 -0.223  -0.0945
N 1.692 -1.325 0.052  0.0580
O -0.253 1.988 -0.655  -0.3227
O -0.783 1.340 1.697  -0.3347
F -1.745 -0.154 -1.592  -0.0822
F 2.438 -0.925 1.077  -0.0199
F 2.429 -0.841 -0.961  -0.0242
S -0.426 1.017 0.362  0.7409
H -1.589 -0.988 0.241  0.0793

For the strongest force on any atom, the calculation gives 0.054 Eh/bohr. The value obtained for the energy above the lowest of the compared OMol25 structures with the same formula, charge and spin is 0.0 kcal per mole. As for the multiplicity: 3. For the HOMO energy (spin up / spin down), the calculation gives -10.0 / -11.5 eV. The frontier orbital gap (spin up / spin down) comes out at 0.3920 / 0.3215 Eh. As for the expectation value of S²: 2.013.